(1)
Entry from the OMol25 dataset: a cluster of 2 separate species, C20H39Si4 in total (ωB97M-V with the def2-TZVPD basis set).

## Properties
orbital gap	4.748	eV
total charge	+1
LUMO energy	-6.08	eV
HOMO energy	-10.82	eV

```
63
Properties=species:S:1:pos:R:3:nbo_charge:R:1
C 3.97 -2.27 0.76 -0.19
C -0.89 -3.70 -0.41 -1.09
C 3.27 1.35 1.49 0.07
H -3.20 1.00 -3.73 0.24
H 4.41 -3.10 0.22 0.22
C 4.26 -0.96 0.58 -0.18
C 2.61 -1.07 2.36 -0.39
H -5.00 0.65 0.15 0.24
H -5.29 -0.08 1.74 0.27
H 1.61 3.73 3.30 0.22
C 2.44 1.92 2.44 -0.25
H -5.01 -1.10 0.32 0.24
H 0.15 -1.67 -3.62 0.24
H 3.21 -0.89 3.26 0.22
C -2.31 -1.51 2.39 -1.09
C -2.27 1.44 2.07 -1.09
H 4.75 1.77 -0.03 0.21
H 4.54 4.28 0.20 0.22
H 1.09 -2.27 -2.23 0.25
H -3.83 -2.94 -2.05 0.24
H 3.02 5.25 1.90 0.22
C 3.07 4.16 1.76 -0.23
H -2.48 2.34 1.49 0.24
H 0.12 -3.50 -0.03 0.25
H 0.27 -3.42 -3.31 0.26
H -1.59 -3.72 0.43 0.24
H -2.44 -2.51 1.98 0.24
H 2.48 -0.20 0.44 0.20
H 0.12 0.41 -3.84 0.24
H -3.17 -2.20 -3.50 0.24
C 2.30 3.31 2.57 -0.21
H 0.23 2.19 -3.86 0.26
C 4.05 2.20 0.69 -0.24
H -0.66 3.84 -1.64 0.26
H -1.20 1.41 2.30 0.25
Si -1.37 -2.43 -1.74 1.16
H -1.25 -1.38 2.68 0.25
Si -2.83 -0.14 1.19 1.16
H 1.85 1.26 3.11 0.21
H 1.56 -0.92 2.64 0.20
H 5.03 -0.52 -0.05 0.22
C -2.93 1.84 -3.08 -1.12
H -2.91 -1.42 3.31 0.27
H -2.83 -3.90 -3.16 0.27
H -2.81 2.72 -3.72 0.27
C -2.94 -2.92 -2.70 -1.11
C 0.18 -2.43 -2.83 -1.08
Si -1.35 1.50 -2.08 1.17
H -1.56 3.23 -0.24 0.24
C 0.16 1.30 -3.21 -1.09
C -0.81 2.96 -0.99 -1.09
H -2.81 1.51 3.03 0.26
H 3.31 -3.18 2.61 0.23
C -4.70 -0.17 0.82 -1.11
C 3.17 -0.13 1.25 -0.30
C 3.94 3.60 0.82 -0.20
H -0.87 -4.70 -0.88 0.26
C 2.94 -2.50 1.82 -0.44
H 1.09 1.27 -2.62 0.25
Si -2.29 -0.39 -1.05 0.57
H -3.80 2.01 -2.44 0.24
H 2.03 -2.96 1.41 0.19
H 0.14 2.76 -0.49 0.26
```

***

(2)
Entry from the OMol25 dataset: a structure of composition C20H40AsCoF6O15 (ωB97M-V with the def2-TZVPD basis set).

## Properties
orbital gap (alpha / beta)	11.557 / 10.907	eV
energy above the lowest of the compared OMol25 structures with the same formula, charge and spin	4.903	eV
total charge	+1
<S²>	3.754
LUMO energy (alpha / beta)	-1.93 / -2.29	eV
2S+1	4
HOMO energy (alpha / beta)	-13.48 / -13.20	eV

```
83
Properties=species:S:1:pos:R:3:mulliken_spin:R:1
C 4.40 1.68 1.54 0.00
F 0.71 1.87 -2.00 0.02
O 3.48 -1.48 0.11 0.00
C -0.47 -1.83 1.56 0.00
H -3.47 3.31 2.96 0.00
H -2.24 4.65 2.90 0.00
H -0.91 -3.52 -4.10 0.00
H -0.81 -5.31 -2.20 0.00
C -2.87 0.51 -1.42 0.01
H 3.74 2.21 2.23 0.00
O 0.88 -0.98 -1.73 0.05
C -2.74 2.64 -2.51 0.00
H -1.78 2.16 4.69 0.00
C -0.64 3.03 1.59 0.00
As 1.57 3.38 -2.54 0.00
H -5.47 -1.55 -1.15 0.00
O -0.16 4.30 1.91 0.00
H -1.65 0.16 3.28 0.00
H 3.35 -2.81 2.24 0.00
O -1.33 -1.75 2.60 0.00
H 5.39 1.82 1.98 0.00
H 0.15 -6.25 2.16 0.00
C 4.60 -2.22 0.51 0.00
C 0.97 4.79 1.27 0.00
H 3.03 -3.13 -4.11 0.00
H -2.32 -2.94 -3.41 0.00
H -1.09 -4.22 2.77 0.00
C -1.82 3.24 4.50 0.00
H 0.53 -3.85 3.38 0.00
H -2.26 4.50 -1.53 0.00
C -0.04 -4.14 2.50 0.00
O 4.18 0.29 1.43 0.00
C 2.59 -2.41 -3.42 0.00
F 0.82 3.39 -4.27 0.00
O -3.40 1.38 -2.28 0.00
H -2.12 -4.60 -1.45 0.00
H -3.12 3.43 -0.49 0.00
F 2.50 4.83 -2.79 0.00
C -2.43 3.59 3.11 0.00
F 2.23 3.44 -0.80 0.00
O -0.12 2.23 0.81 0.04
C -1.37 -3.40 -3.12 0.00
H 2.55 -1.41 -3.85 0.00
H -3.96 4.24 -1.88 0.00
H -3.05 -0.87 3.23 0.00
O -1.93 2.84 2.00 0.00
F 2.87 2.27 -3.07 0.00
H -2.39 3.73 5.29 0.00
O -0.82 -2.37 -2.25 0.00
H -5.68 0.13 -1.45 0.00
O -3.64 -0.57 -1.26 0.00
Co 0.32 0.57 -0.42 2.77
H 1.69 -5.26 1.79 0.00
O 1.27 -2.80 -3.05 0.00
H 4.31 2.26 0.63 0.00
C 0.47 -1.99 -2.33 0.00
H 1.07 5.87 1.40 0.00
C -3.06 3.75 -1.53 0.00
O -1.74 0.65 -0.86 0.02
H -1.66 2.61 -2.37 0.00
H 4.84 -2.73 -0.43 0.00
H -0.81 3.65 4.52 0.00
C -5.02 -0.71 -1.68 0.00
H -4.97 -0.83 -2.76 0.00
C 3.22 -0.18 0.62 0.01
H -2.29 -5.30 -3.10 0.00
C 4.02 -3.20 1.48 0.00
H 0.74 4.89 0.21 0.00
O -0.26 -0.97 0.68 0.04
C 0.60 -5.33 1.81 0.00
H 3.30 -2.32 -2.60 0.00
C -2.18 -0.56 2.65 0.00
O 2.31 0.53 0.15 0.02
O 0.32 -3.07 1.66 0.00
H 0.25 -5.35 0.78 0.00
F 0.09 4.15 -1.81 0.00
C -1.67 -4.68 -2.44 0.00
H -2.39 -0.15 1.66 0.00
H 5.34 -1.59 1.01 0.00
H 4.87 -3.74 1.89 0.00
H 1.90 4.31 1.57 0.00
H 3.54 -3.99 0.89 0.00
H -2.87 3.07 -3.50 0.00
```

***

(3)
Entry from the OMol25 dataset: a structure of composition C20H40Br20 (ωB97M-V with the def2-TZVPD basis set).

## Properties
orbital gap	7.738	eV
energy above the lowest of the compared OMol25 structures with the same formula, charge and spin	9.474	eV
total charge	0
LUMO energy	0.03	eV
HOMO energy	-7.71	eV

```
80
Properties=species:S:1:pos:R:3:lowdin_charge:R:1
H 6.01 -17.05 -0.31 0.05
C 1.17 -15.81 -8.37 -0.67
Br 2.65 -20.02 -6.00 0.57
Br 5.79 -17.61 -6.40 0.61
Br -0.62 -21.27 -6.12 0.60
H 1.94 -11.73 -9.11 0.01
C 2.64 -16.05 -8.66 -0.69
H 4.53 -15.12 -5.75 0.01
H 5.62 -19.91 -1.55 0.05
H 6.89 -18.54 0.15 0.04
H 6.11 -19.27 -8.89 0.05
Br 7.42 -18.55 -2.68 0.60
H -1.46 -15.24 -8.34 0.06
H 6.69 -15.00 -3.11 0.03
H 3.14 -16.56 -7.84 -0.07
Br 2.99 -10.04 -4.45 0.66
H 0.87 -21.06 -8.18 0.07
C 3.51 -14.75 -5.68 -0.65
H 2.91 -14.88 0.02 -0.01
Br 1.00 -13.05 -0.71 0.60
H 6.46 -14.33 -4.62 0.03
H 0.38 -9.98 -7.86 0.06
C 5.79 -18.84 -1.62 -0.67
H -0.34 -15.47 -6.20 -0.02
H 3.44 -14.08 -6.54 -0.09
C -1.97 -15.71 -7.50 -0.62
H 8.23 -12.71 -4.32 0.04
C 7.25 -14.48 -3.89 -0.69
C 1.46 -9.90 -7.99 -0.68
C 2.11 -11.28 -8.14 -0.73
H 7.81 -18.96 -6.92 0.06
H 0.62 -18.54 -6.48 -0.03
Br -1.87 -17.65 -7.54 0.65
H 2.84 -16.61 -9.57 0.06
H -0.52 -20.03 -8.28 0.01
C 2.47 -9.40 -1.79 -0.67
Br 3.62 -15.16 -2.80 0.62
C -1.41 -15.27 -6.16 -0.69
H 1.51 -9.88 -1.94 0.04
Br 2.23 -16.17 -6.08 0.89
H 2.22 -13.70 -4.29 0.02
Br 1.47 -12.52 -6.81 0.71
Br 3.53 -14.27 -8.97 0.70
H 4.50 -9.75 -2.41 0.03
C 0.28 -20.35 -7.61 -0.72
H 1.28 -13.74 1.70 0.06
C 3.51 -10.18 -2.56 -0.73
C 3.26 -13.99 -4.38 -0.63
H 2.38 -8.35 -2.04 0.06
Br 1.92 -9.00 -9.64 0.66
Br 4.53 -18.67 0.89 0.61
C 1.16 -19.24 -7.10 -0.95
C 3.19 -14.13 0.76 -0.70
H 0.99 -15.35 -7.41 -0.11
Br 0.35 -17.61 -8.45 0.79
H 1.57 -18.75 -7.98 -0.10
H 3.36 -14.79 1.61 0.05
H 3.88 -13.10 -4.41 0.03
H -1.82 -15.87 -5.35 0.06
H 8.64 -13.25 -2.70 0.06
C 6.20 -19.92 -8.02 -0.74
C 5.98 -18.13 -0.30 -0.70
C 6.77 -19.28 -6.80 -0.64
Br 8.69 -15.51 -4.74 0.61
H 1.78 -9.35 -7.10 0.02
H -3.04 -15.50 -7.54 0.05
Br -1.73 -13.36 -5.90 0.63
H 5.18 -20.24 -7.79 0.01
H 3.19 -11.21 -7.98 0.05
H 6.67 -19.88 -5.91 0.05
H 2.23 -12.26 1.30 0.00
H 3.53 -11.24 -2.33 0.01
H 5.02 -18.37 -2.23 0.04
Br 6.45 -11.89 -2.79 0.66
Br 2.96 -9.55 0.13 0.62
H 0.70 -15.27 -9.20 0.07
C 7.82 -13.15 -3.41 -0.67
Br 4.86 -13.15 0.36 0.56
Br 7.13 -21.50 -8.64 0.62
C 1.95 -13.26 0.99 -0.64
```

***

| no. | maximum force (Eh/bohr) | E (eV) |
| --- | --- | --- |
| 1 | 0.0594 | -52876.606 |
| 2 | 0.1305 | -166867.988 |
| 3 | 0.2085 | -1422231.482 |